{"formula": "C78H178N6O14", "method": "ωB97M-V/def2-TZVPD", "species": ["H", "C", "C", "C", "O", "H", "O", "H", "C", "H", "H", "C", "H", "H", "C", "H", "H", "H", "H", "C", "H", "H", "H", "H", "H", "H", "H", "H", "H", "H", "C", "C", "C", "H", "H", "H", "H", "C", "H", "H", "O", "O", "H", "H", "H", "C", "C", "C", "O", "H", "H", "H", "H", "H", "H", "H", "H", "H", "H", "H", "H", "C", "H", "H", "H", "H", "H", "C", "C", "C", "C", "C", "H", "H", "C", "H", "C", "H", "H", "C", "C", "C", "H", "C", "H", "H", "C", "C", "H", "O", "H", "H", "H", "H", "H", "C", "H", "C", "H", "C", "H", "H", "N", "O", "H", "H", "H", "H", "H", "H", "H", "H", "C", "H", "O", "C", "H", "H", "H", "C", "C", "C", "C", "H", "H", "H", "H", "H", "H", "H", "H", "C", "H", "H", "H", "H", "H", "H", "O", "H", "C", "H", "H", "H", "H", "H", "C", "H", "H", "N", "H", "H", "C", "H", "H", "H", "H", "H", "H", "H", "H", "H", "H", "H", "C", "C", "N", "H", "H", "H", "C", "H", "C", "H", "C", "H", "H", "N", "H", "C", "C", "H", "C", "H", "H", "H", "H", "H", "H", "H", "H", "C", "O", "C", "C", "H", "C", "H", "O", "H", "O", "C", "H", "C", "H", "H", "C", "H", "H", "H", "C", "H", "C", "H", "H", "H", "H", "H", "H", "C", "H", "H", "C", "H", "H", "H", "H", "H", "H", "C", "H", "C", "C", "H", "H", "H", "H", "H", "C", "H", "H", "H", "H", "H", "H", "H", "C", "C", "H", "H", "H", "O", "C", "H", "C", "C", "C", "H", "C", "O", "N", "H", "H", "H", "H", "C", "C", "H", "H", "N", "C", "C", "C", "C", "C", "H"], "coordinates": [[-6.2885, 4.9118, -28.0266], [-13.2756, -1.8476, -22.8379], [-4.4708, -4.1910, -20.5497], [-3.7570, 5.9487, -20.8114], [-5.5292, -4.5555, -18.4323], [-2.5591, -2.2218, -21.8894], [-5.3328, 6.9696, -19.3615], [-13.8327, -2.9147, -24.7947], [-8.6121, -1.1416, -16.6221], [-8.2272, 6.3942, -26.7828], [-8.8258, 9.2759, -18.9394], [-7.8884, -2.3866, -16.0352], [-2.0546, 0.5978, -16.1049], [-2.5918, -0.6468, -22.8110], [-12.9923, -3.0643, -20.6717], [-7.7877, -1.6477, -14.0634], [-0.7374, 4.4398, -29.2013], [-3.2442, 4.1106, -30.2526], [-13.4050, 3.4057, -18.7636], [-6.1115, -0.1832, -26.8609], [-3.1014, 3.1923, -28.7375], [-15.3929, 3.8392, -16.4277], [-7.7813, -1.4627, -27.0694], [-7.6948, 1.8866, -17.9109], [-4.0762, -5.1962, -20.6977], [-8.4548, -0.2859, -15.9654], [-1.1498, 2.8828, -27.5108], [-14.6039, 0.2605, -19.0048], [-4.4663, 5.3132, -24.4305], [-5.6454, 1.9976, -23.4402], [-11.7704, -1.5632, -23.2712], [-8.5125, 4.1409, -11.8125], [-2.6184, -1.9391, -25.2736], [-4.3887, -0.3818, -18.2788], [-11.7469, 1.7166, -15.5257], [-6.9898, -3.1588, -25.9576], [-6.0034, 1.3528, -12.5113], [-0.7665, 3.8387, -27.1538], [-5.6484, 8.3331, -22.1752], [-6.2135, 10.0491, -22.2300], [-6.4252, -2.3919, -25.8359], [-2.0999, -1.5982, -18.6866], [-2.2738, 6.3271, -30.3867], [-6.5818, 0.6752, -14.8902], [-2.9364, 5.0708, -23.6858], [-12.5620, 1.7914, -16.2455], [-13.4847, 2.8878, -15.7973], [-9.6736, -4.7167, -18.6366], [-4.6006, 5.8921, -27.2156], [-9.5164, 7.9911, -18.0235], [-8.6383, 0.2686, -19.5604], [-8.8776, 3.2956, -11.2291], [-6.1053, -1.6026, -17.1246], [-6.6937, 0.7078, -27.0959], [-4.9677, 2.9961, -22.2206], [-7.4495, 4.0096, -16.1980], [-9.2464, -4.1221, -19.4441], [-4.8734, 3.5728, -26.1496], [-0.7654, -0.4820, -16.4427], [-5.4832, 4.9678, -20.0923], [-8.6916, 5.0252, -11.2009], [-1.4474, 4.2714, -25.8450], [-7.6256, -3.4142, -14.1084], [-3.8310, 2.7390, -25.0316], [-2.4409, -2.2654, -18.0866], [-3.5859, 6.9432, -29.3754], [-5.4465, -0.3740, -27.7032], [-5.8549, 2.4067, -22.4519], [-4.1297, 5.0243, -18.5185], [-13.7257, -1.9445, -19.9726], [-5.6091, 9.2808, -22.7122], [-7.7743, 5.6093, -26.1770], [-5.1898, 1.7452, -14.7219], [-12.1956, 0.4747, -19.4587], [-10.3724, -2.4854, -17.6965], [-10.5182, -0.4695, -17.1854], [-8.8605, 7.4716, -20.0798], [-5.9519, -1.5301, -15.3838], [-5.4096, -2.1881, -19.1380], [-9.1268, 3.6262, -27.1464], [-3.2155, -2.3484, -23.8846], [-7.5686, 2.7185, -18.6037], [-8.4694, 1.6252, -23.0821], [-13.3654, -3.2220, -22.1102], [-3.6154, 2.5507, -26.7425], [-12.3004, 1.8603, -17.3014], [-10.3161, 7.2734, -20.5577], [-13.6192, -0.6041, -20.6947], [-3.8197, 1.1548, -17.5934], [-8.0960, 6.3296, -20.0450], [-3.3195, -2.1662, -26.0767], [-8.0101, 8.7774, -25.2247], [-14.8826, 4.3376, -18.7034], [-11.4035, -5.0266, -16.6885], [-10.1510, -2.2700, -18.7418], [-8.7203, 1.1453, -20.2030], [-10.5324, -1.5463, -15.7036], [-6.3405, -2.1350, -16.2030], [-10.1119, 4.3518, -16.4870], [-10.8946, 4.5843, -17.2090], [-8.7741, 1.9913, -15.8101], [-6.7654, 5.9462, -25.9386], [-6.8309, 2.8500, -13.0934], [-7.5304, -4.8226, -16.4952], [-7.1729, -0.6355, -24.2727], [-12.8204, 5.5442, -18.5138], [-14.8007, 1.4602, -14.8864], [-6.5909, 4.6821, -23.9305], [-2.4428, -0.8641, -25.3144], [-1.9852, 7.3676, -28.9080], [-4.7428, 4.9091, -17.6246], [-3.7658, 4.0602, -18.8738], [-13.2860, 5.2897, -17.5616], [-11.4661, -2.2602, -24.0520], [-6.9033, 1.6674, -12.3981], [-7.0714, 4.0472, -12.2706], [-4.5714, 9.5629, -22.8907], [-11.5833, -0.5644, -23.6656], [-1.6269, -2.3604, -25.4395], [-7.8162, -0.7153, -25.1490], [-2.5641, 6.5640, -29.3630], [-2.3836, -1.7163, -22.8390], [-7.5968, 2.1245, -20.0638], [-5.4608, 1.9880, -19.7844], [-5.0666, 4.0127, -11.3103], [-9.2047, 4.1980, -12.6526], [-8.4862, 5.4292, -14.3804], [-6.6539, 0.4375, -22.0551], [-4.1624, 6.5664, -21.6127], [-9.1727, -2.6257, -14.3147], [-11.3280, -0.5209, -20.5368], [-12.2590, 0.0404, -20.4564], [-11.0429, -1.7771, -22.4882], [-7.2370, -2.5715, -19.1497], [0.3151, 3.7175, -27.2137], [-4.4433, 4.1840, -29.0688], [-14.7852, -2.1974, -19.9332], [-4.5428, -3.7202, -21.5302], [-5.4902, 7.8844, -24.6246], [-15.0787, 3.0811, -14.3651], [-6.1022, 9.0692, -24.0949], [-9.8296, 4.3592, -27.5424], [-8.7679, 1.2009, -14.2820], [-15.2540, -2.2845, -23.9966], [-10.7034, 6.4155, -20.0080], [-9.6568, 3.3106, -26.2477], [-10.1291, -1.3643, -16.6997], [-13.0478, 0.8158, -16.2587], [-6.6328, -4.5967, -20.1341], [-12.7627, 4.1474, -15.4006], [-3.2810, 6.4251, -24.6760], [-10.3997, 5.4131, -17.7153], [-7.6371, 8.8815, -24.2058], [-13.1551, -4.0236, -20.1804], [-7.9273, 7.9927, -23.6455], [-8.4267, 5.6043, -25.3038], [-10.5438, 6.9939, -21.5864], [-6.2191, 0.4169, -19.6801], [-12.2459, 4.5674, -13.6607], [-7.1833, 3.5446, -26.2417], [-3.4192, 4.9739, -21.1632], [-3.2363, -3.4365, -23.8232], [-6.9920, 6.3084, -12.6989], [-13.5907, 2.1432, -13.8266], [-1.8166, -0.3040, -16.6690], [-7.1685, 2.7134, -14.5146], [-13.9426, -0.7739, -22.1370], [-6.2355, 3.2795, -10.3098], [-6.1493, 5.0305, -10.4899], [-12.6594, -3.8788, -22.6185], [-14.7068, 0.3073, -20.0889], [-9.0264, 3.2967, -23.5420], [-6.2664, 1.3777, -20.1927], [-9.3199, 2.8336, -14.3893], [-8.5482, 2.1572, -14.7567], [-12.9637, 0.6588, -22.6437], [-9.0919, 2.7976, -27.8536], [-7.7015, 3.2798, -21.0003], [-0.8989, 5.1321, -25.4621], [-2.9826, 4.6056, -25.9832], [-8.1783, 2.6278, -23.3956], [-10.9396, 8.1518, -20.3909], [-14.1921, -2.1030, -24.1622], [-13.9039, 6.1258, -17.2345], [-7.2606, 6.2052, -15.1473], [-11.0490, 6.3379, -15.2511], [-7.9620, -5.1008, -15.6841], [-5.8777, 9.9135, -24.7467], [-5.3923, 0.2048, -26.1396], [-9.0869, -5.6284, -18.5235], [-8.2177, 9.6883, -23.7586], [-6.7322, 5.3372, -13.1202], [-4.5098, -1.8492, -23.8554], [-6.9650, 4.0780, -15.2240], [-1.1055, 4.8509, -28.2613], [-2.9024, 6.4644, -20.3734], [-4.7768, 5.7202, -19.7417], [-14.6638, 1.3488, -20.4074], [-11.8850, 3.9655, -14.3157], [-7.2572, 6.5643, -19.6413], [-7.1235, 4.4446, -28.1044], [-9.6859, -3.8464, -17.3432], [-6.4783, -2.1440, -20.6251], [-3.8358, 3.2898, -25.9722], [-6.8288, 3.4874, -18.3810], [-12.1640, 0.9305, -21.0783], [-6.8697, 4.6328, -22.8779], [-6.0446, 7.1485, -24.3549], [-4.4775, 6.6948, -26.7036], [-2.2545, -1.1537, -16.1452], [-8.7169, 8.2116, -18.7308], [-11.9236, -2.8984, -20.5360], [-7.7607, 4.2544, -26.8341], [-4.9292, -1.9698, -24.7105], [-8.5070, 3.2683, -18.5317], [-7.7610, 7.9160, -18.2983], [-10.9992, -3.8010, -15.5437], [-10.0261, -5.2765, -15.6914], [-8.2094, 0.2716, -25.3930], [-6.2038, 1.6725, -15.1151], [-7.7307, 5.2686, -22.6717], [-5.6544, 5.4064, -13.2673], [-14.0116, 4.0415, -18.1187], [-4.9218, 0.5987, -21.6082], [-10.7070, -5.0141, -18.8149], [-8.6584, -1.3813, -24.9616], [-8.4139, 8.0895, -20.8588], [-15.6988, -0.1151, -20.2487], [-14.1934, -1.2588, -24.8517], [-7.4043, 5.3505, -14.4864], [-3.6884, 0.6774, -19.3031], [-2.2176, -0.2932, -18.1119], [-7.2108, 3.2083, -22.3876], [-6.1587, 5.1597, -22.2416], [-1.3475, 0.2341, -18.5031], [-11.4450, -2.6689, -17.7588], [-11.9048, 7.1071, -16.7071], [-6.2285, 1.7689, -16.2005], [-3.3582, 4.1595, -29.1696], [-9.6618, 1.6721, -20.0475], [-4.6601, 7.5761, -19.0432], [-13.4091, -1.8014, -18.9395], [-7.6608, 2.5294, -24.3498], [-0.4764, 5.7369, -28.1759], [-14.9327, 2.3321, -17.2856], [-8.9172, 4.8107, -20.5743], [-14.2833, 2.3854, -14.6327], [-12.2067, 4.9968, -16.4637], [-11.0340, 3.7145, -17.8509], [-5.9281, 4.1362, -15.5552], [-1.3441, -1.9333, -23.0850], [-9.0263, 3.9645, -21.0144], [-7.0256, -1.2193, -26.3225], [-3.2624, 5.6210, -18.2360], [-6.1184, 4.0861, -11.0334], [-3.5718, 0.3397, -18.2732], [-3.3963, 5.3419, -24.6361], [-3.6370, -3.6988, -20.0492], [-8.1151, -2.5561, -14.5691], [-13.8960, 0.4690, -22.7721], [-8.2656, -3.6234, -16.8619], [-1.4375, 3.4421, -25.1377], [-12.7103, 6.8511, -15.2198], [-8.7316, 0.7287, -21.2101], [-14.3450, -3.6953, -22.1768], [-5.7888, -4.0386, -19.7289], [-5.8932, 1.0927, -21.6307], [-5.7494, -3.0430, -16.0838], [-8.2417, -0.9320, -17.6256], [-3.2805, 5.5014, -27.1304], [-11.9464, 6.4166, -15.8647], [-10.5544, -4.5031, -16.2490], [-2.6207, 5.2434, -28.4513], [-6.2733, -2.6028, -19.6579], [-14.5733, 3.2743, -16.8718], [-6.3047, -4.4625, -17.8741]], "atomic_forces_ev_per_a": [[0.213, 0.181, 0.470], [-0.833, -0.974, -3.214], [-0.330, 0.279, 0.184], [0.353, -0.198, -0.042], [0.643, 0.160, -0.185], [-0.115, 0.528, 0.334], [-1.505, -0.152, -0.135], [0.317, -0.331, 0.351], [-0.686, -1.020, 0.805], [0.070, -0.246, -0.584], [0.479, 0.141, 0.269], [1.575, -0.632, -1.379], [-0.308, 0.099, -0.243], [0.162, -0.048, 0.182], [0.844, -0.554, 1.077], [0.241, -0.052, 0.156], [-0.357, -0.173, -0.296], [0.600, 0.101, -0.012], [0.325, 0.089, 0.219], [1.411, 1.314, -0.016], [0.212, -0.146, -0.210], [0.125, -0.021, 0.087], [0.189, -0.200, -0.502], [0.627, 0.119, 0.291], [-0.654, -0.314, 0.129], [0.483, -0.033, -0.084], [-0.210, -0.274, 0.289], [0.264, 0.276, 0.209], [-0.206, -0.636, -0.261], [-0.371, 0.685, -0.571], [-0.630, -0.637, 0.164], [-1.011, 0.081, 0.232], [0.065, -0.083, 0.545], [0.145, -0.393, 0.751], [0.418, 0.051, -0.448], [-0.023, 0.121, -0.028], [0.090, -0.499, 0.413], [-1.267, 0.393, -1.150], [-0.080, 0.127, 0.256], [0.377, 0.077, 0.280], [1.491, -0.974, -0.582], [-0.083, 0.411, -0.358], [0.227, 0.003, 0.198], [0.119, -0.080, 0.056], [0.443, -0.689, -0.380], [-0.021, -0.813, -0.599], [-0.911, 1.360, -0.614], [0.173, 0.338, 1.149], [-0.452, 0.081, 0.129], [-0.021, -0.405, 0.046], [0.036, 0.192, 0.414], [0.432, -0.249, 0.074], [-0.011, -0.356, -0.030], [-0.192, -0.086, -0.277], [-0.173, 0.296, 0.451], [-0.484, -0.091, 0.005], [-0.150, -0.134, -0.157], [-0.146, 0.085, 0.029], [0.333, 0.106, -0.695], [-1.043, 0.832, -0.156], [0.141, 0.143, 0.049], [-0.253, -0.195, -0.857], [0.250, 0.007, -0.211], [0.290, 0.311, 0.250], [-0.231, 0.011, 0.217], [-0.149, 0.057, -0.336], [-0.524, -0.674, -0.327], [-0.425, -1.527, 0.399], [0.462, 0.492, -0.697], [-0.686, -0.139, -0.452], [0.258, 0.175, -0.196], [-0.989, 0.346, 0.734], [0.099, 0.253, -0.162], [-0.282, -0.096, 0.301], [-0.183, -1.200, 0.277], [-0.516, 0.236, 0.555], [-0.649, 2.241, -0.752], [-0.368, 0.382, 0.098], [-0.529, 1.136, 0.149], [-0.450, 0.673, 0.470], [0.666, 0.498, -2.813], [-2.072, -0.054, -1.290], [-0.378, 0.060, -0.166], [0.420, 1.224, -0.063], [0.389, 0.163, -0.170], [0.796, 0.515, 0.113], [-0.012, -0.994, 0.714], [-0.366, 0.237, -0.075], [0.257, -0.056, 0.020], [-0.262, -1.965, -0.054], [0.176, -0.316, -0.148], [0.356, -0.095, -0.106], [0.079, 0.138, -0.206], [-0.058, 0.018, -0.207], [0.610, 0.702, 0.093], [-0.866, -0.271, -0.505], [-0.316, 0.084, -0.198], [-0.398, -0.120, 0.345], [-0.068, -0.533, 0.379], [0.122, -0.376, 1.355], [0.255, 0.201, -0.240], [-0.047, -0.162, 0.150], [1.078, 2.310, -0.800], [-1.537, 1.500, -0.105], [-0.041, -0.033, 0.081], [0.816, 1.156, 0.440], [0.108, -0.093, -0.210], [0.009, -0.162, 0.115], [-0.258, 0.232, 0.250], [0.366, -0.278, -0.074], [-0.351, -0.031, -0.310], [0.030, -0.191, 0.298], [0.471, -1.459, -1.186], [-0.334, -0.023, -0.260], [-0.223, -0.824, 0.448], [0.239, 0.918, 0.206], [0.132, 0.194, 0.853], [-0.193, 0.083, 0.084], [-0.141, -0.430, -0.181], [-0.454, 1.075, 0.052], [-1.405, -0.888, 1.491], [0.394, -0.736, 0.897], [0.749, 0.803, 1.538], [0.017, 0.189, 0.220], [0.061, -0.077, -0.554], [0.085, 0.111, -0.181], [-0.296, -0.618, 0.229], [0.198, -0.275, -0.236], [0.033, -0.228, -0.153], [-0.201, -0.201, -0.060], [-0.307, -0.489, -0.396], [0.489, 0.959, 0.381], [-0.188, 0.263, 0.382], [0.315, 0.145, 0.647], [0.084, 0.117, 0.891], [-0.113, 0.480, 0.317], [-0.207, -0.060, 0.025], [-0.263, 0.019, -0.056], [0.409, 0.481, -0.469], [0.328, 0.207, 0.426], [-2.190, -0.764, -1.225], [0.261, 0.275, -0.412], [0.456, -0.048, 0.340], [0.153, -0.080, 0.776], [-0.435, 0.111, 0.439], [0.358, -0.330, 0.281], [1.285, 0.143, -1.434], [-0.379, -0.082, 0.442], [0.204, -0.572, -0.563], [-1.495, -0.135, -1.333], [0.611, 0.155, -0.433], [-0.660, 0.162, -0.526], [0.073, 0.073, 0.473], [-0.169, -0.021, 0.327], [-0.034, -0.288, 0.045], [0.325, -0.091, 0.501], [0.946, 0.086, -0.335], [-0.609, 0.145, 0.518], [-0.001, -0.016, 0.221], [0.155, -0.086, 0.199], [0.127, 0.119, -0.369], [0.187, -0.254, 0.181], [-0.218, -0.362, 1.047], [-0.312, 0.188, 0.386], [0.323, -0.916, 1.985], [0.515, -0.041, 0.282], [-0.955, -1.184, 1.993], [-0.552, -0.053, -0.117], [-0.555, 0.095, -0.092], [-0.024, -0.088, -0.028], [0.110, -0.363, 0.437], [-0.190, -0.265, 0.172], [0.645, 0.533, -1.087], [-0.115, 0.179, -0.043], [-1.607, 0.237, 0.093], [0.412, 0.994, -0.549], [0.349, 0.031, 0.113], [0.114, 1.249, -0.015], [-0.177, 0.063, 0.263], [-0.273, -0.507, 1.358], [-0.035, -0.370, -0.077], [0.196, 0.037, 0.426], [1.055, 0.770, -0.138], [-0.492, -0.417, -0.084], [0.881, 0.264, 0.302], [0.328, 0.535, -0.269], [0.088, -0.442, 0.437], [0.519, -0.101, -0.061], [-0.052, -0.239, 0.686], [0.070, 0.055, 0.138], [0.235, 0.266, 0.085], [0.059, 0.224, -0.705], [-1.006, 0.602, 0.981], [-0.379, -0.297, -0.692], [-0.299, -0.012, 0.046], [0.196, 0.112, -0.091], [1.056, -0.733, 1.455], [0.013, -0.134, -0.121], [0.463, -0.243, -0.310], [0.482, -0.093, 0.013], [-0.326, -0.806, -0.565], [0.270, -0.185, 0.676], [0.557, -0.044, -0.235], [-0.206, 0.226, -0.548], [0.563, -0.623, -0.151], [0.236, 0.097, -0.173], [-0.710, 0.599, 1.051], [-0.068, -0.222, 0.092], [-1.120, 0.618, 0.026], [-0.664, -0.006, 0.181], [-0.949, -0.028, -0.750], [0.286, 0.088, -0.281], [0.060, 0.237, -1.409], [-0.314, -0.335, -0.100], [-0.313, 0.143, 0.228], [0.023, 0.526, 0.107], [0.326, 0.170, 0.064], [0.159, 0.017, 0.108], [-0.227, 0.124, 0.232], [-0.334, -0.035, -0.045], [-0.492, -0.056, -0.597], [0.197, -0.312, -0.003], [-1.307, 0.204, 2.695], [-0.034, -0.180, -0.488], [0.023, 0.132, -0.432], [0.054, -0.022, 0.233], [0.224, 0.618, -0.026], [0.012, 0.110, -0.504], [0.258, 0.398, 0.231], [-0.193, -1.305, -0.381], [0.235, 0.510, -0.095], [1.314, -0.359, 1.023], [1.683, 0.350, -0.459], [0.692, -0.485, -0.073], [-0.650, 0.535, -1.117], [-0.213, -0.362, 0.189], [0.747, 0.090, 0.089], [0.279, -0.010, -0.060], [-0.923, -1.282, -0.515], [-0.174, -0.217, 0.061], [0.249, -0.177, -0.015], [0.185, -0.069, 0.027], [-0.040, 0.006, -0.069], [-0.286, 0.339, 0.501], [-0.452, -0.239, 0.423], [0.960, 0.321, 0.369], [-0.132, -0.374, 0.683], [-0.174, 1.701, -0.873], [0.054, 0.165, -0.170], [0.422, 0.268, 0.580], [0.164, 0.349, 0.084], [0.833, -2.534, -0.304], [-1.647, -0.276, 0.325], [0.227, -0.029, 0.192], [0.459, -0.320, -0.272], [-0.652, 0.021, -1.646], [-0.548, 0.893, -0.570], [-0.188, 0.397, 0.324], [-1.104, 0.327, 1.009], [0.445, -0.562, -0.199], [0.177, 1.394, -0.978], [0.289, 0.205, 0.289], [-0.462, -0.600, 0.048], [-0.099, 0.082, -0.144], [-0.189, 0.368, -0.198], [0.146, -0.778, -0.717], [-0.189, 0.978, 0.319], [-0.210, -0.211, -0.513], [0.185, 0.042, 0.036], [3.841, -0.590, 0.067], [0.259, -0.709, 0.088], [-0.157, -0.467, -0.114], [1.010, 1.318, -0.267], [0.521, -0.393, -0.136], [1.642, -0.527, -1.333], [-0.215, -0.026, 0.042]], "mulliken_charge": [0.248, 1.842, -1.209, -1.544, -0.677, 0.032, -0.612, 0.384, 0.571, 0.570, 0.453, 1.889, 0.397, 0.159, 0.397, 0.283, 0.415, 0.463, -0.033, -1.147, 0.333, 0.486, 0.422, -0.504, 0.512, -0.402, 0.323, 0.327, 0.094, -0.183, -1.857, -1.364, -1.545, -0.114, 0.320, 0.328, 0.377, -0.774, -0.216, 0.404, -0.649, -0.464, 0.377, 0.298, 0.493, -1.408, 2.112, -1.821, -0.331, 0.120, -0.261, 0.323, -0.274, 0.348, 0.333, -0.512, 0.220, -0.040, 0.382, -1.779, 0.422, -1.290, 0.452, 0.557, 0.279, 0.417, 0.468, -0.689, -1.829, -1.383, -0.742, -1.185, 0.607, 0.067, -1.071, 0.242, 1.157, 0.630, -0.336, -1.687, 0.665, -0.478, 0.033, -1.669, 0.446, -0.200, -1.209, 2.341, 0.446, 1.176, 0.441, 0.254, 0.550, 0.523, 0.183, -1.731, 0.482, -1.882, -0.312, -0.595, 0.098, 0.012, 0.608, -0.681, -0.147, 0.081, 0.386, -1.090, 0.244, 0.428, 0.295, 0.334, -1.433, 0.534, -0.520, 1.201, 0.369, 0.443, 0.439, -0.291, -1.835, -0.925, 3.087, 0.261, 0.439, 0.025, -0.306, -0.575, 0.072, 0.360, -0.255, -1.526, 0.272, -0.672, 0.413, 0.022, 0.507, 0.090, -0.278, 0.499, 0.342, 0.425, 0.411, 0.473, -0.081, 0.304, -0.725, 0.634, 0.284, 0.187, 0.535, 0.082, -1.137, 0.552, 0.140, 0.375, 0.351, -1.163, 0.328, -0.866, 0.199, 0.291, 0.603, 0.416, -1.505, 3.035, 0.100, 0.371, 0.384, 0.487, -2.165, 0.313, 0.042, 0.168, -1.143, 0.374, 0.385, 1.734, 0.417, 2.057, -0.712, 0.467, -1.992, 0.562, 0.731, 0.212, 0.373, 0.383, 0.040, 0.379, 0.452, -1.455, -0.098, -0.879, -1.472, 0.710, 3.199, 0.334, -0.286, -0.997, -0.704, 1.350, 0.664, -1.581, 0.135, 0.873, 0.001, -0.134, 0.308, 0.295, -1.414, -0.416, 2.337, 0.022, -0.425, 0.319, 0.322, 0.284, 0.170, -2.203, 0.690, 0.348, -0.383, 0.608, 0.381, 0.128, 0.019, 0.511, 0.383, -0.363, 0.163, 0.249, 1.593, -0.527, 0.188, 0.160, 0.513, -0.370, -1.326, 0.276, 0.336, 0.255, -0.368, 0.429, 0.340, 0.083, -2.230, 1.927, 0.167, 0.609, 0.437, -0.470, 0.243, 0.589, -2.017, -0.505, -2.151, 0.094, -1.722, -0.480, 1.423, 0.479, 0.448, 0.458, 0.407, 0.344, -0.482, 0.686, -0.722, 0.123, -1.974, -1.788, 1.536, 0.528, -1.533, 0.252], "e_above_lowest_kj_mol": 366.63, "energy_ha": -4460.198992, "gap_ev": 8.3966, "multiplicity": 1, "fmax_ev_per_a": 3.887, "total_charge": 0}